Molecular formula: C3H6O
Method: DFT, the ωB97M-V functional and the def2-TZVPD basis

Geometry as ORCA input:
```
! wB97M-V def2-TZVPD RIJCOSX def2/J DEFGRID3
* xyz 0 1
C -1.6948 0.1531 -0.0065
C -0.4366 0.5275 -0.1336
C 0.7442 -0.3757 0.0671
O 1.9254 0.3848 -0.0673
H -1.9646 -0.8560 0.2602
H -2.5079 0.8392 -0.1654
H -0.1693 1.5393 -0.4002
H 0.6939 -0.8400 1.0645
H 0.7210 -1.1856 -0.6800
H 2.6889 -0.1867 0.0613
*
```

Output
SMILES: C=CCO
HOMO: -0.3523 hartree
frontier orbital gap: 10.57 eV
largest force on an atom: 0.0114 hartree/bohr
energy relative to the best compared isomer or geometry (same formula, charge and spin): 1.073 eV

Mulliken population analysis, charges in e, atoms 1 to 4:
1. C -0.7664
2. C -0.0899
3. C -0.2575
4. O -0.5076